1.
Here is the molecule C20H29N3O4 from the Open Molecules 2025 dataset. Energies are from wB97M-V/def2-TZVPD.

Results
ΔE to the lowest compared entry with this formula, charge and spin = 127.51 kJ/mol
LUMO = 0.027 Ha
Gap between HOMO and LUMO = 9.346 eV
SMILES string = COc1ccc(CN2C[C@H](C(=O)NCCCN3CCOCC3)CC2=O)cc1

CARTESIAN COORDINATES (ANGSTROEM)
C (-2.836, -3.990, -1.670)
H (-3.787, -4.436, -1.382)
O (-2.187, -3.667, -0.464)
C (-0.951, -3.098, -0.521)
C (-0.270, -2.781, -1.691)
C (0.976, -2.182, -1.624)
C (1.574, -1.901, -0.407)
C (0.890, -2.224, 0.761)
C (-0.355, -2.813, 0.708)
H (-0.890, -3.073, 1.609)
H (1.334, -2.015, 1.724)
C (2.912, -1.207, -0.347)
N (2.770, 0.132, 0.187)
C (2.207, 1.135, -0.514)
O (1.814, 1.057, -1.658)
C (2.172, 2.366, 0.381)
H (1.221, 2.891, 0.297)
H (2.960, 3.049, 0.057)
C (2.448, 1.823, 1.782)
H (3.050, 2.504, 2.386)
C (1.202, 1.497, 2.608)
O (1.199, 1.674, 3.811)
N (0.178, 0.932, 1.944)
H (0.149, 0.851, 0.937)
C (-1.011, 0.499, 2.640)
C (-2.269, 1.213, 2.150)
C (-2.725, 0.724, 0.777)
N (-1.835, 1.090, -0.318)
C (-1.957, 2.502, -0.660)
C (-1.105, 2.834, -1.887)
H (-1.252, 3.877, -2.176)
O (-1.483, 2.052, -2.994)
C (-1.290, 0.692, -2.681)
C (-2.157, 0.285, -1.492)
H (-1.973, -0.763, -1.248)
H (-3.220, 0.408, -1.769)
H (-1.576, 0.126, -3.569)
H (-0.233, 0.509, -2.449)
H (-0.044, 2.657, -1.669)
H (-1.623, 3.107, 0.185)
H (-3.009, 2.761, -0.881)
H (-3.747, 1.100, 0.585)
H (-2.774, -0.368, 0.804)
H (-3.074, 1.011, 2.859)
H (-2.096, 2.289, 2.144)
H (-0.843, 0.713, 3.698)
H (-1.130, -0.582, 2.506)
C (3.204, 0.509, 1.510)
H (2.958, -0.262, 2.245)
H (4.291, 0.664, 1.525)
H (3.330, -1.134, -1.356)
H (3.610, -1.754, 0.292)
H (1.485, -1.925, -2.540)
H (-0.700, -2.985, -2.659)
H (-3.023, -3.099, -2.278)
H (-2.260, -4.714, -2.255)



2.
Here is a structure of composition C24H30Cl3N9W from the Open Molecules 2025 dataset. Energies are from wB97M-V/def2-TZVPD.

Results
ΔE to the lowest compared entry with this formula, charge and spin = 0.00 kJ/mol
LUMO (alpha / beta) = -0.513 / -0.484 Ha
Spin multiplicity = 3
Gap between HOMO and LUMO (alpha / beta) = 5.481 / 6.268 eV
Total charge = +4

CARTESIAN COORDINATES (ANGSTROEM)
W (-0.346, -0.185, 0.303)
C (-2.181, 0.348, 2.790)
C (-1.497, 1.647, 2.402)
N (-1.348, 1.707, 0.907)
C (-2.653, 2.007, 0.223)
C (-2.813, 1.132, -1.003)
N (-2.405, -0.261, -0.592)
C (-3.426, -0.931, 0.297)
C (-2.729, -1.677, 1.416)
N (-1.633, -0.818, 1.992)
H (-2.047, 0.153, 3.854)
H (-3.255, 0.390, 2.618)
H (-2.070, 2.508, 2.753)
H (-0.499, 1.718, 2.834)
H (-0.729, 2.488, 0.686)
H (-3.460, 1.816, 0.926)
H (-2.704, 3.066, -0.028)
H (-3.865, 1.115, -1.307)
H (-2.269, 1.100, -2.961)
H (-2.351, -0.812, -1.449)
H (-4.102, -0.168, 0.676)
H (-4.035, -1.616, -0.293)
H (-3.436, -1.959, 2.198)
H (-2.262, -2.589, 1.042)
H (-1.115, -1.412, 2.636)
C (2.297, 0.908, -0.937)
N (0.923, 0.535, -1.385)
C (0.907, -0.466, -2.493)
C (0.713, -1.812, -1.876)
N (0.219, -1.925, -0.609)
C (0.191, -3.321, -0.334)
C (-0.098, -4.023, 0.830)
C (0.019, -5.402, 0.773)
C (0.426, -6.063, -0.395)
C (0.755, -5.370, -1.546)
C (0.627, -3.991, -1.474)
N (0.945, -2.990, -2.408)
C (2.315, 0.986, 0.551)
N (1.350, 0.377, 1.301)
C (1.791, 0.502, 2.651)
C (1.272, 0.019, 3.847)
C (1.977, 0.311, 5.003)
C (3.163, 1.057, 4.981)
C (3.698, 1.529, 3.795)
C (2.980, 1.226, 2.649)
N (3.257, 1.506, 1.301)
H (2.610, 1.843, -1.406)
H (3.002, 0.131, -1.246)
H (0.457, 1.379, -1.734)
H (1.820, -0.419, -3.090)
H (0.072, -0.224, -3.154)
H (-0.366, -3.537, 1.759)
H (-0.194, -5.989, 1.656)
H (0.506, -7.142, -0.386)
H (1.097, -5.879, -2.437)
H (1.329, -3.151, -3.333)
H (0.378, -0.586, 3.908)
H (1.612, -0.057, 5.953)
H (3.679, 1.256, 5.910)
H (4.621, 2.092, 3.772)
H (4.084, 1.985, 0.959)
Cl (-3.989, 2.944, -3.753)
C (-2.588, 3.665, -3.083)
Cl (-2.341, 5.299, -3.405)
Cl (-0.352, 3.620, -1.583)
C (-1.773, 2.918, -2.322)
N (-1.926, 1.518, -2.097)



3.
Here is a structure of composition C3H7N2O3S at a distorted geometry from the Open Molecules 2025 dataset. Energies are from wB97M-V/def2-TZVPD.

Results
ΔE to the lowest compared entry with this formula, charge and spin = 219.61 kJ/mol
LUMO (alpha / beta) = 0.138 / 0.138 Ha
Gap between HOMO and LUMO (alpha / beta) = 7.552 / 7.551 eV
Total charge = -1

CARTESIAN COORDINATES (ANGSTROEM)
C (2.100, 0.093, -2.433)
C (-0.768, 0.581, 0.509)
C (-2.271, -0.259, 2.227)
N (-0.748, 0.631, -0.852)
N (2.045, -1.133, -1.526)
O (-0.090, 1.238, 1.314)
O (-0.098, 2.127, -2.830)
O (-1.928, -0.136, 0.891)
S (0.531, 1.567, -1.509)
H (2.848, 0.903, -2.406)
H (2.172, -0.106, -3.406)
H (-1.824, 0.469, 2.847)
H (-2.198, -1.279, 2.600)
H (-3.338, -0.161, 2.421)
H (3.008, -1.552, -1.713)
H (1.709, -0.564, -0.665)



4.
Here is a cluster of 2 separate species, C2H2F2O3S in total at a distorted geometry from the Open Molecules 2025 dataset. Energies are from wB97M-V/def2-TZVPD.

Results
ΔE to the lowest compared entry with this formula, charge and spin = 168.90 kJ/mol
LUMO (alpha / beta) = 0.005 / -0.030 Ha
Gap between HOMO and LUMO (alpha / beta) = 8.701 / 6.950 eV

CARTESIAN COORDINATES (ANGSTROEM)
C (1.528, -0.711, 0.214)
C (-1.651, -2.594, 0.463)
O (2.690, -0.422, -0.318)
O (5.099, 0.258, -0.278)
O (-1.495, -1.803, -0.413)
F (1.021, 0.013, 1.154)
F (-1.861, -3.936, 0.160)
S (3.814, 0.498, 0.370)
H (0.822, -1.446, -0.340)
H (-1.723, -2.587, 1.514)



5.
Here is a structure of composition C21H34I5O6P2S at a distorted geometry from the Open Molecules 2025 dataset. Energies are from wB97M-V/def2-TZVPD.

Results
ΔE to the lowest compared entry with this formula, charge and spin = 78.53 kJ/mol
LUMO = -0.129 Ha
Gap between HOMO and LUMO = 8.251 eV
Total charge = +1

CARTESIAN COORDINATES (ANGSTROEM)
C (3.246, 3.073, -0.099)
C (2.435, 2.960, 1.124)
I (2.576, 4.626, 2.337)
C (1.705, 1.921, 1.442)
I (0.670, 1.793, 3.264)
P (1.485, 0.509, 0.390)
C (2.956, 0.030, -0.507)
C (2.779, -1.329, -1.202)
C (4.030, -2.141, -1.038)
I (2.492, -0.984, -3.301)
P (1.264, -1.214, 1.799)
S (2.943, -1.228, 2.781)
C (0.158, 0.734, -0.877)
I (-0.306, 2.805, -1.224)
C (-1.163, 0.064, -0.618)
C (-1.783, 0.379, 0.685)
I (-1.073, -2.042, -1.010)
H (4.014, 2.339, -0.124)
H (3.752, 4.011, -0.093)
H (2.648, 3.062, -0.984)
H (3.732, -0.062, 0.228)
H (3.177, 0.770, -1.238)
H (1.934, -1.873, -0.835)
H (4.783, -1.786, -1.714)
H (4.405, -2.060, -0.039)
H (3.847, -3.159, -1.295)
H (0.167, -0.984, 2.623)
H (1.129, -2.367, 1.039)
H (0.543, 0.392, -1.811)
H (-1.830, 0.421, -1.365)
H (-2.292, 1.300, 0.566)
H (-1.071, 0.532, 1.473)
H (-2.533, -0.323, 0.956)
O (6.769, -0.283, -2.990)
C (6.546, 0.062, -4.113)
O (5.983, 1.258, -4.403)
C (5.725, 1.360, -5.819)
C (6.676, 0.361, -6.471)
C (6.778, -0.723, -5.394)
H (4.676, 1.111, -5.995)
H (5.899, 2.384, -6.132)
H (6.325, 0.003, -7.435)
H (7.651, 0.823, -6.620)
H (5.989, -1.471, -5.487)
H (7.747, -1.209, -5.372)
O (-5.521, 1.502, 0.737)
C (-5.565, 1.849, 1.881)
O (-4.538, 2.520, 2.465)
C (-4.806, 2.719, 3.868)
C (-6.320, 2.618, 3.997)
C (-6.662, 1.617, 2.888)
H (-4.290, 1.938, 4.430)
H (-4.415, 3.688, 4.165)
H (-6.643, 2.313, 4.989)
H (-6.776, 3.584, 3.778)
H (-6.595, 0.588, 3.235)
H (-7.634, 1.801, 2.441)
O (-4.742, -1.047, 3.384)
C (-4.857, -2.088, 2.792)
O (-5.806, -2.266, 1.864)
C (-5.807, -3.628, 1.395)
C (-4.410, -4.169, 1.701)
C (-4.057, -3.381, 2.970)
H (-6.589, -4.165, 1.933)
H (-6.044, -3.630, 0.336)
H (-4.385, -5.249, 1.816)
H (-3.712, -3.908, 0.896)
H (-4.414, -3.877, 3.873)
H (-2.995, -3.171, 3.063)



6.
Here is a cluster of 4 separate species, H9O4 in total at a distorted geometry from the Open Molecules 2025 dataset. Energies are from wB97M-V/def2-TZVPD.

Results
ΔE to the lowest compared entry with this formula, charge and spin = 91.08 kJ/mol
LUMO = -0.128 Ha
Gap between HOMO and LUMO = 12.853 eV
Total charge = +1

CARTESIAN COORDINATES (ANGSTROEM)
O (0.337, -0.879, 0.307)
H (0.869, -0.121, -0.272)
H (0.049, -0.512, 1.326)
H (-0.474, -0.803, -0.260)
O (-1.540, -0.503, -1.454)
H (-2.423, -0.559, -1.825)
H (-0.984, -0.579, -2.254)
O (-0.032, 0.092, 2.592)
H (0.794, 0.569, 3.006)
H (-0.153, -0.526, 3.355)
O (0.941, 1.015, -1.515)
H (0.710, 1.935, -1.303)
H (1.906, 0.872, -1.704)



7.
Here is a cluster of 3 separate species, CH9N3O2 in total at a distorted geometry from the Open Molecules 2025 dataset. Energies are from wB97M-V/def2-TZVPD.

Results
ΔE to the lowest compared entry with this formula, charge and spin = 457.25 kJ/mol
LUMO = 0.039 Ha
Gap between HOMO and LUMO = 10.359 eV
SMILES string = C=N.NO.NO

CARTESIAN COORDINATES (ANGSTROEM)
C (-1.776, -0.513, 0.579)
N (1.391, -1.466, -0.781)
N (-1.974, 0.684, 0.246)
O (0.199, -0.819, -1.242)
H (1.741, -2.006, -1.577)
H (1.085, -2.137, -0.065)
H (-2.771, 0.844, -0.371)
H (-0.469, 1.567, 0.116)
H (-0.950, -0.710, 1.249)
H (-2.407, -1.364, 0.314)
N (1.296, 1.328, 0.961)
O (0.496, 1.734, -0.164)
H (0.347, 0.144, -1.058)
H (1.904, 0.587, 0.615)
H (1.886, 2.126, 1.177)



8.
Here is a structure of composition CH7N2O4PSTl at a distorted geometry from the Open Molecules 2025 dataset. Energies are from wB97M-V/def2-TZVPD.

Results
LUMO = -0.595 Ha
Gap between HOMO and LUMO = 5.874 eV
Total charge = +3

CARTESIAN COORDINATES (ANGSTROEM)
N (-3.229, 0.145, 0.077)
C (-2.130, -0.529, -0.512)
O (-1.181, 0.493, -1.101)
S (-0.394, 1.412, -0.197)
O (-0.495, 0.976, 1.168)
O (1.488, 1.361, -0.874)
P (2.623, 0.399, -0.808)
N (3.555, 0.432, 0.525)
O (2.190, -1.024, -1.123)
H (-4.073, -0.383, -0.136)
H (-3.221, 0.101, 1.095)
H (-1.625, -1.280, 0.109)
H (-2.533, -1.103, -1.335)
H (4.498, 0.825, 0.339)
H (3.147, 1.099, 1.203)
H (2.547, -1.703, -0.504)
Tl (-1.167, -1.221, 2.073)



9.
Here is the molecule C3H6N2O from the Open Molecules 2025 dataset. Energies are from wB97M-V/def2-TZVPD.

Results
ΔE to the lowest compared entry with this formula, charge and spin = 164.08 kJ/mol
LUMO = -0.002 Ha
Gap between HOMO and LUMO = 9.678 eV
SMILES string = [H]/N=C(/C=O)NC

CARTESIAN COORDINATES (ANGSTROEM)
C (1.507, -0.507, 0.206)
N (0.594, 0.352, -0.562)
C (-0.769, 0.054, -0.415)
N (-1.400, -0.862, -1.031)
C (-1.537, 0.856, 0.604)
O (-1.001, 1.700, 1.283)
H (1.026, -1.466, 0.416)
H (1.772, -0.045, 1.165)
H (2.423, -0.700, -0.359)
H (0.749, 1.320, -0.307)
H (-0.756, -1.299, -1.697)
H (-2.608, 0.597, 0.696)



10.
Here is a structure of composition C42H47N11O3S2SeTi at a distorted geometry from the Open Molecules 2025 dataset. Energies are from wB97M-V/def2-TZVPD.

Results
ΔE to the lowest compared entry with this formula, charge and spin = 76.06 kJ/mol
LUMO = -0.239 Ha
Gap between HOMO and LUMO = 6.021 eV
Total charge = +2

CARTESIAN COORDINATES (ANGSTROEM)
Ti (0.126, -0.663, 0.601)
N (-3.442, 0.918, 2.473)
C (-2.881, 0.570, 1.323)
N (-1.672, 0.095, 1.580)
C (-1.577, 0.194, 2.947)
N (-2.626, 0.694, 3.528)
C (-0.378, -0.270, 3.621)
C (-0.280, -0.379, 4.997)
N (0.782, -0.929, 5.572)
C (1.737, -1.375, 4.760)
C (1.654, -1.257, 3.385)
N (0.598, -0.677, 2.806)
H (-4.350, 1.328, 2.619)
H (-3.333, 0.685, 0.353)
H (-1.084, -0.022, 5.630)
H (2.595, -1.857, 5.214)
H (2.440, -1.622, 2.744)
C (3.072, -2.733, -0.661)
C (3.465, -1.625, 0.272)
C (4.807, -1.646, 0.729)
C (5.286, -0.650, 1.516)
C (4.448, 0.440, 1.834)
C (4.890, 1.532, 2.616)
C (4.052, 2.578, 2.870)
C (2.748, 2.573, 2.336)
C (2.302, 1.517, 1.584)
S (0.719, 1.573, 0.843)
C (3.135, 0.409, 1.337)
N (2.627, -0.648, 0.604)
H (3.625, -3.640, -0.416)
H (3.358, -2.450, -1.679)
H (2.017, -2.952, -0.650)
H (5.436, -2.476, 0.436)
H (6.306, -0.670, 1.886)
H (5.905, 1.525, 2.999)
H (4.383, 3.416, 3.468)
H (2.090, 3.417, 2.506)
C (-5.046, 1.390, -3.670)
C (-5.341, 0.532, -2.436)
C (-4.970, -0.946, -2.581)
C (-3.509, -1.292, -2.335)
N (-2.597, -0.669, -3.297)
C (-1.836, 0.426, -3.103)
Se (-1.544, 1.327, -1.499)
N (-1.246, 0.743, -4.276)
C (-0.439, 1.991, -4.389)
C (0.244, 2.219, -5.726)
C (-0.667, 2.811, -6.809)
C (-0.984, 4.286, -6.570)
C (-1.645, -0.186, -5.260)
C (-1.312, -0.387, -6.602)
C (-1.896, -1.458, -7.252)
C (-2.790, -2.322, -6.605)
C (-3.108, -2.140, -5.275)
C (-2.507, -1.068, -4.626)
H (-5.554, 2.354, -3.602)
H (-5.399, 0.896, -4.580)
H (-3.980, 1.602, -3.791)
H (-6.410, 0.587, -2.222)
H (-4.829, 0.958, -1.566)
H (-5.261, -1.289, -3.578)
H (-5.543, -1.550, -1.872)
H (-3.367, -2.372, -2.399)
H (-3.180, -0.986, -1.349)
H (0.290, 1.951, -3.585)
H (-1.103, 2.824, -4.161)
H (0.740, 1.302, -6.052)
H (1.048, 2.934, -5.533)
H (-1.602, 2.248, -6.871)
H (-0.177, 2.702, -7.780)
H (-1.550, 4.442, -5.648)
H (-1.582, 4.693, -7.386)
H (-0.067, 4.879, -6.504)
H (-0.629, 0.252, -7.135)
H (-1.658, -1.626, -8.295)
H (-3.239, -3.139, -7.157)
H (-3.799, -2.800, -4.763)
N (0.259, -3.158, -4.237)
C (0.698, -2.100, -3.518)
C (0.249, -1.891, -2.199)
N (0.670, -0.860, -1.475)
C (1.548, -0.016, -2.059)
C (1.975, -0.244, -3.343)
N (1.569, -1.274, -4.085)
H (-0.435, -3.792, -3.889)
H (0.587, -3.265, -5.182)
H (-0.461, -2.566, -1.751)
H (1.859, 0.846, -1.499)
H (2.683, 0.439, -3.799)
C (-0.595, -8.979, 0.011)
C (-0.636, -7.494, 0.257)
C (-1.843, -6.847, 0.522)
C (-1.891, -5.486, 0.755)
C (-0.703, -4.759, 0.702)
C (0.522, -5.374, 0.444)
C (0.538, -6.740, 0.223)
S (-0.792, -3.082, 1.110)
O (-1.289, -2.948, 2.444)
O (-1.521, -2.251, 0.117)
O (0.628, -2.520, 0.940)
H (-1.533, -9.457, 0.288)
H (0.211, -9.445, 0.579)
H (-0.411, -9.186, -1.045)
H (-2.761, -7.423, 0.559)
H (-2.833, -4.997, 0.981)
H (1.439, -4.801, 0.430)
H (1.482, -7.236, 0.028)



11.
Here is a structure of composition C17H22N4O5S at a distorted geometry from the Open Molecules 2025 dataset. Energies are from wB97M-V/def2-TZVPD.

Results
ΔE to the lowest compared entry with this formula, charge and spin = 2090.04 kJ/mol
LUMO = -0.003 Ha
Gap between HOMO and LUMO = 7.778 eV

CARTESIAN COORDINATES (ANGSTROEM)
C (0.600, -3.906, 1.295)
H (-0.220, -4.305, 0.602)
H (1.410, -4.638, 1.281)
H (0.040, -4.012, 2.248)
O (0.623, -2.411, 1.056)
C (1.585, -2.091, -0.120)
H (2.555, -2.686, -0.207)
H (1.798, -1.217, -0.001)
C (0.652, -2.280, -1.475)
N (-0.340, -1.195, -1.344)
C (-0.569, -0.742, -2.582)
O (-0.261, -0.917, -3.756)
C (-1.858, 0.679, -2.246)
N (-1.075, 1.572, -1.493)
C (-1.213, 1.552, -0.220)
O (-1.489, 0.688, 0.400)
C (-0.423, 2.825, 0.698)
H (0.625, 2.971, 0.174)
H (-1.090, 3.427, 0.663)
C (-0.057, 2.167, 2.063)
C (0.501, 0.873, 1.868)
O (1.757, 0.726, 1.175)
N (0.192, -0.314, 2.620)
C (-0.809, -0.353, 3.405)
N (-1.830, 0.355, 3.880)
C (-2.730, 0.020, 4.785)
C (-2.901, -1.110, 4.726)
S (-1.609, -2.157, 3.692)
H (-3.456, -1.815, 5.149)
H (-3.288, 0.793, 5.321)
H (0.519, -1.212, 2.285)
H (-1.240, 2.029, 2.499)
H (0.437, 2.858, 2.634)
C (-0.394, 2.704, -2.309)
C (0.943, 2.030, -2.747)
C (2.009, 1.132, -2.003)
C (2.698, 0.807, -3.023)
C (2.619, 1.275, -4.095)
O (1.253, 1.871, -4.068)
H (2.901, 1.028, -5.279)
H (3.855, 0.396, -2.639)
H (2.266, 1.217, -1.006)
H (-0.865, 2.909, -3.274)
H (-0.182, 3.652, -1.746)
H (-2.067, 0.854, -3.352)
H (-2.609, 0.152, -1.524)
H (-0.740, -0.878, -0.386)
H (1.302, -1.965, -2.095)
H (0.175, -3.355, -1.528)